# 1
ORCA calculation (the ωB97M-V functional and the def2-TZVPD basis) on 2 unconnected molecules or ions with the total composition C4H11N3O2 in a non-equilibrium geometry.

```
20
C4H11N3O2 the ωB97M-V functional and the def2-TZVPD basis
H 1.427 -0.105 -2.761
N 0.856 0.089 -1.963
C 0.164 1.094 -1.639
N 0.303 2.313 -2.311
N -0.770 1.147 -0.612
C -2.184 1.048 -0.951
H -0.185 3.100 -1.914
H 0.505 2.333 -3.292
H -0.474 0.672 0.228
H -2.695 1.999 -0.780
H -2.639 0.150 -0.548
H -2.309 0.872 -2.044
C 0.738 -1.664 3.271
C 0.375 -1.381 1.837
O -0.637 -0.898 1.409
O 1.372 -1.786 0.995
H 0.347 -0.869 3.910
H 1.822 -1.728 3.395
H 0.297 -2.638 3.506
H 0.949 -1.913 0.113
```

Results
Energy relative to the best compared isomer or geometry (same formula, charge and spin) (kcal/mol): 28.7
E (eV): -12891.5859
Structure (SMILES): [H]/N=C(\N)NC.CC(=O)O
Largest force on an atom (eV/A): 3.03

# 2
ORCA calculation (the ωB97M-V functional and the def2-TZVPD basis) on a single C6H14NO2PS molecule in a non-equilibrium geometry.

```
25
C6H14NO2PS the ωB97M-V functional and the def2-TZVPD basis
O -3.761 1.613 0.040
P -2.778 0.423 -0.088
O -2.768 0.151 -1.631
S -3.856 -1.170 0.635
N -1.217 1.019 0.347
C -0.205 0.340 1.174
C -0.009 -1.113 0.692
C 0.514 -1.185 -0.710
C 1.960 -0.447 -0.815
C 1.744 1.008 -0.342
C 1.122 1.020 1.006
H -3.432 2.303 0.626
H -1.856 0.499 -1.991
H -4.417 -1.177 -0.449
H -0.532 0.363 2.234
H -0.927 -1.809 0.794
H 0.896 -1.678 1.246
H -0.109 -0.969 -1.554
H 0.668 -2.221 -1.061
H 2.502 -0.748 -0.025
H 2.305 -0.449 -1.901
H 2.779 1.504 -0.343
H 1.184 1.629 -1.016
H 1.847 0.516 1.692
H 0.971 2.125 1.093
```

Results
Energy relative to the best compared isomer or geometry (same formula, charge and spin) (kcal/mol): 49.7
E (eV): -32157.5533
Structure (SMILES): OP(O)(S)=NC1CCCCC1
Largest force on an atom (eV/A): 6.80

# 3
ORCA calculation (the ωB97M-V functional and the def2-TZVPD basis) on a molecular structure, C33H38AsN2OV in a non-equilibrium geometry.

```
76
C33H38AsN2OV the ωB97M-V functional and the def2-TZVPD basis
V -0.732 -1.450 -1.902
C 2.409 -2.420 -0.379
H 3.072 -1.557 -0.261
H 3.048 -3.223 -0.732
H 2.000 -2.614 0.638
C 1.204 3.174 -1.500
C 0.060 2.455 -2.058
C -1.080 3.160 -2.275
C -2.163 2.633 -2.952
C -3.357 3.506 -3.261
C -2.096 1.274 -3.285
C -0.932 0.509 -3.170
C 0.096 1.134 -2.458
N -0.742 -0.790 -3.635
C -0.716 -1.369 -4.981
C 0.727 -1.582 -5.537
C -1.553 -0.472 -5.845
C -1.439 -2.756 -4.917
H 1.672 3.679 -2.387
H 1.963 2.483 -1.111
H 0.931 3.939 -0.744
H -1.096 4.184 -1.904
H -3.445 3.625 -4.313
H -3.281 4.529 -2.836
H -4.322 3.082 -2.910
H -2.957 0.745 -3.669
H 1.085 0.649 -2.336
H 1.371 -0.713 -5.297
H 0.768 -1.599 -6.634
H 1.195 -2.454 -5.131
H -2.622 -0.578 -5.641
H -1.356 -0.581 -6.885
H -1.338 0.587 -5.674
H -2.471 -2.658 -5.201
H -1.549 -3.165 -3.922
H -0.971 -3.552 -5.532
N 0.475 -2.959 -1.868
C 1.079 -2.110 -1.104
H 0.877 -3.900 -1.946
C -1.777 3.141 2.907
C -2.080 1.962 2.226
C -1.149 0.993 2.022
C 0.118 1.076 2.629
C 0.457 2.279 3.283
C -0.423 3.357 3.301
As 1.217 -0.502 2.255
C 2.708 -0.131 3.473
C 3.814 0.701 3.272
C 4.856 0.785 4.166
C 4.799 0.123 5.393
C 3.703 -0.655 5.651
C 2.685 -0.831 4.675
C 1.465 -1.555 4.831
C 1.054 -2.213 5.973
C -0.207 -2.803 6.063
C -1.071 -2.698 4.984
C -0.648 -2.204 3.737
C 0.577 -1.546 3.729
H -2.523 3.902 2.860
H -3.093 1.789 1.874
H -1.364 0.195 1.310
H 1.401 2.317 3.808
H -0.045 4.317 3.636
H 3.882 1.332 2.420
H 5.703 1.378 3.850
H 5.532 0.268 6.183
H 3.767 -1.308 6.548
H 1.761 -2.167 6.827
H -0.418 -3.264 7.048
H -2.088 -3.086 4.986
H -1.306 -2.295 2.843
C -3.062 -1.117 -0.659
O -1.712 -0.813 -0.476
H -3.303 -1.391 -1.715
H -3.689 -0.264 -0.360
H -3.356 -1.915 0.002
```

Results
Total charge: +2
E (eV): -126371.5400
Largest force on an atom (eV/A): 3.58

# 4
ORCA calculation (the ωB97M-V functional and the def2-TZVPD basis) on a molecular structure, C16H18B2BeN6O2 in a non-equilibrium geometry.

```
45
C16H18B2BeN6O2 the ωB97M-V functional and the def2-TZVPD basis
C 2.770 -0.110 0.052
N 1.543 -0.124 -0.512
N 1.767 -0.010 -1.894
C 3.078 0.016 -2.144
C 3.750 -0.039 -0.935
B 0.567 0.150 -2.839
N -0.383 -1.041 -2.518
N -0.734 -1.286 -1.201
C -1.586 -2.325 -1.194
C -1.775 -2.752 -2.494
C -0.997 -1.938 -3.302
Be -0.129 -0.285 -0.030
N -0.166 1.397 -2.276
N -0.536 1.401 -0.948
C -1.047 2.610 -0.685
C -1.049 3.372 -1.862
C -0.480 2.573 -2.837
H -1.383 2.878 0.306
H -0.280 2.722 -3.893
H -1.426 4.378 -1.997
H 0.852 0.241 -3.995
H -0.830 -1.916 -4.381
H 3.439 0.056 -3.154
H -2.423 -3.565 -2.798
H 4.810 -0.037 -0.789
H -2.001 -2.644 -0.245
H 2.890 -0.150 1.117
H -2.707 -0.306 1.472
C -1.927 -1.048 1.674
H -2.379 -2.047 1.571
H -1.057 -0.956 0.921
H -1.610 -0.954 2.721
O 1.158 -0.372 2.560
B 0.263 0.386 1.748
O -0.083 1.581 2.396
C 0.343 1.402 3.685
C -0.130 2.029 4.814
C 0.161 1.414 6.048
C 0.949 0.266 6.121
C 1.467 -0.336 4.964
C 1.112 0.237 3.769
H -0.749 2.922 4.720
H -0.240 1.876 6.961
H 1.180 -0.177 7.096
H 2.077 -1.237 4.991
```

Results
Total charge: +2
Energy relative to the best compared isomer or geometry (same formula, charge and spin) (kcal/mol): 36.0
E (eV): -31659.2859
Largest force on an atom (eV/A): 5.07

# 5
ORCA calculation (the ωB97M-V functional and the def2-TZVPD basis) on 2 unconnected molecules or ions with the total composition C3H6Cl3N2 in a non-equilibrium geometry.

```
14
C3H6Cl3N2 the ωB97M-V functional and the def2-TZVPD basis
C -0.137 0.273 0.078
C 1.498 -0.407 -1.626
C -1.705 -0.501 1.770
N 0.044 1.552 0.189
N 0.422 -0.615 -0.661
Cl -0.736 -0.458 3.175
Cl -2.070 -2.049 1.139
Cl -2.921 0.691 1.635
H 2.419 -0.857 -1.254
H 1.661 0.655 -1.787
H 1.232 -0.872 -2.571
H -0.535 2.084 0.825
H 0.718 2.080 -0.359
H 0.110 -1.576 -0.554
```

Results
Total charge: +1
Energy relative to the best compared isomer or geometry (same formula, charge and spin) (kcal/mol): 41.9
E (eV): -43746.8292
Largest force on an atom (eV/A): 3.76

# 6
ORCA calculation (the ωB97M-V functional and the def2-TZVPD basis) on a molecular structure, C35H54N2O4S2SiTa in a non-equilibrium geometry.

```
99
C35H54N2O4S2SiTa the ωB97M-V functional and the def2-TZVPD basis
C -3.038 -3.237 0.727
Si -2.750 -2.360 2.403
C -1.198 -3.206 3.165
C -4.181 -2.840 3.596
Ta -2.393 0.282 2.211
C -2.513 0.211 -0.106
C -1.426 -0.612 -0.784
O -2.007 -1.182 -1.993
C -2.223 2.563 2.074
C -1.691 3.458 3.234
C -1.627 2.905 4.667
C -0.870 3.912 5.587
O 0.345 3.340 6.090
C -0.141 -0.115 2.255
C 0.791 1.122 2.252
C 0.955 1.809 0.872
S 2.631 1.431 0.261
C 2.591 1.428 -1.546
S 2.275 2.828 -2.312
N 2.904 0.212 -2.207
C 3.523 -0.749 -1.316
C 2.835 -1.712 -0.617
C 3.465 -2.622 0.190
C 4.841 -2.560 0.318
C 5.516 -1.574 -0.353
C 4.889 -0.668 -1.178
C 1.857 -0.352 -3.024
C 0.619 0.193 -3.282
C -0.266 -0.450 -4.118
C 0.009 -1.655 -4.698
C 1.243 -2.226 -4.422
C 2.137 -1.577 -3.618
C -4.711 0.547 2.367
O -5.505 -0.532 1.780
C -6.105 -0.261 0.601
C -6.750 0.909 0.254
C -7.337 1.091 -0.978
C -7.302 0.095 -1.924
C -6.694 -1.099 -1.569
C -6.110 -1.284 -0.346
H -3.397 -2.546 -0.038
H -3.651 -4.142 0.830
H -2.052 -3.582 0.371
H -1.402 -4.258 3.417
H -0.861 -2.688 4.070
H -0.368 -3.198 2.444
H -4.353 -2.067 4.350
H -3.951 -3.798 4.083
H -5.082 -2.981 2.986
H -2.387 0.240 4.081
H -2.523 1.255 -0.457
H -3.469 -0.213 -0.447
H -1.060 -1.464 -0.195
H -0.561 -0.013 -1.109
H -1.424 -1.889 -2.297
H -3.226 2.937 1.810
H -1.618 2.783 1.179
H -0.678 3.811 2.973
H -2.294 4.381 3.269
H -2.625 2.681 5.050
H -1.005 2.002 4.672
H -0.602 4.820 5.032
H -1.488 4.105 6.468
H 0.824 2.926 5.363
H 0.051 -0.640 3.206
H 0.235 -0.804 1.481
H 1.803 0.730 2.477
H 0.604 1.845 3.051
H 0.919 2.890 1.064
H 0.140 1.601 0.175
H 1.751 -1.727 -0.724
H 2.835 -3.348 0.694
H 5.332 -3.292 0.951
H 6.597 -1.518 -0.232
H 5.431 0.112 -1.703
H 0.329 1.132 -2.827
H -1.230 0.011 -4.310
H -0.691 -2.180 -5.338
H 1.541 -3.189 -4.830
H 3.108 -2.035 -3.444
H -4.954 0.536 3.441
H -4.989 1.548 2.018
H -6.774 1.735 0.963
H -7.812 2.034 -1.240
H -7.734 0.192 -2.915
H -6.667 -1.904 -2.301
H -5.654 -2.245 -0.130
C 8.742 -0.234 -4.451
O 9.925 -0.512 -4.502
N 8.247 1.015 -4.341
C 6.821 1.280 -4.286
C 9.176 2.129 -4.277
H 7.957 -1.008 -4.492
H 6.537 1.922 -5.121
H 6.586 1.784 -3.346
H 6.254 0.352 -4.343
H 9.790 2.147 -5.178
H 9.834 2.009 -3.415
H 8.628 3.065 -4.190
```

Results
Total charge: -1
Energy relative to the best compared isomer or geometry (same formula, charge and spin) (kcal/mol): 7.0
E (eV): -79435.8417
Largest force on an atom (eV/A): 2.24

# 7
ORCA calculation (the ωB97M-V functional and the def2-TZVPD basis) on 2 unconnected molecules or ions with the total composition C7H10BrClN2 in a non-equilibrium geometry.

```
21
C7H10BrClN2 the ωB97M-V functional and the def2-TZVPD basis
C 0.783 -2.352 2.114
C 0.362 -2.817 0.827
C 1.299 -1.112 1.900
C -1.958 0.984 0.027
C -0.697 1.559 -2.163
C -1.012 1.809 -0.732
C 1.505 0.267 -0.236
N 0.641 -1.995 -0.126
N 1.243 -0.917 0.484
Cl 2.156 0.018 -1.801
Br 2.491 1.520 0.794
H 0.518 -2.798 3.047
H -0.150 -3.705 0.505
H 1.815 -0.383 2.509
H -1.633 0.816 1.087
H -1.903 0.043 -0.542
H -2.811 1.624 0.251
H -0.186 0.573 -2.365
H -1.595 1.602 -2.732
H -0.125 2.408 -2.396
H -0.743 2.854 -0.453
```

Results
Energy relative to the best compared isomer or geometry (same formula, charge and spin) (kcal/mol): 73.9
E (eV): -92961.5472
Largest force on an atom (eV/A): 2.21

# 8
ORCA calculation (the ωB97M-V functional and the def2-TZVPD basis) on a molecular structure, C17H40F6NO21S7V in a non-equilibrium geometry.

```
93
C17H40F6NO21S7V the ωB97M-V functional and the def2-TZVPD basis
O -1.060 -3.188 2.153
V -1.900 -2.293 1.181
O -1.734 -2.920 -0.295
C 0.918 -1.392 3.436
F 1.452 -2.395 2.805
F -0.164 -1.725 4.150
F 1.848 -0.708 4.210
S 0.634 -0.026 2.134
O 0.206 1.137 2.930
O 1.944 0.068 1.477
N -0.753 -0.550 1.081
S -0.442 0.465 -0.099
O 0.026 1.835 0.256
O 0.209 -0.170 -1.252
C -2.324 0.838 -0.576
F -2.409 1.923 -1.469
F -2.870 -0.256 -1.190
F -3.103 1.080 0.525
O -7.970 2.509 -1.164
S -7.151 3.289 -2.075
O -7.685 4.433 -2.814
O -5.821 3.835 -1.195
C -5.303 3.061 -0.095
C -5.949 3.612 1.145
C -6.113 2.091 -3.109
H -4.219 3.127 0.005
H -5.623 2.021 -0.149
H -5.863 2.992 2.037
H -7.006 3.860 1.047
H -5.486 4.586 1.302
H -6.476 2.150 -4.134
H -6.244 1.063 -2.770
H -5.052 2.333 -3.052
O -3.634 -1.196 -6.603
S -3.736 -0.347 -5.436
O -4.735 0.734 -5.431
O -3.947 -1.312 -4.062
C -2.959 -2.278 -3.801
C -3.440 -3.553 -4.422
C -2.152 0.498 -4.902
H -2.911 -2.384 -2.718
H -1.964 -2.052 -4.183
H -2.727 -4.373 -4.341
H -3.592 -3.426 -5.494
H -4.364 -3.999 -4.055
H -1.295 -0.132 -5.143
H -2.377 0.419 -3.839
H -1.962 1.545 -5.138
O 2.172 -0.359 -3.461
S 2.700 -1.734 -3.474
O 3.171 -2.320 -4.711
O 4.004 -1.880 -2.469
C 3.900 -1.191 -1.269
C 5.296 -0.975 -0.885
C 1.599 -2.935 -2.640
H 3.250 -1.653 -0.526
H 3.383 -0.237 -1.367
H 5.750 -1.810 -0.351
H 5.336 -0.167 -0.154
H 5.726 -0.703 -1.849
H 2.122 -3.799 -2.230
H 0.845 -3.190 -3.384
H 0.950 -2.317 -2.019
O 5.783 -4.152 5.162
S 5.996 -3.528 3.795
O 7.344 -3.305 3.266
O 5.101 -4.440 2.741
C 5.485 -4.610 1.451
C 4.376 -4.087 0.611
C 5.057 -1.968 3.460
H 5.495 -5.698 1.384
H 6.391 -4.135 1.073
H 4.602 -4.423 -0.400
H 4.359 -2.998 0.590
H 3.397 -4.473 0.897
H 5.295 -1.034 3.970
H 3.993 -2.192 3.537
H 5.252 -1.728 2.415
O 3.127 2.830 4.892
S 2.476 4.072 5.247
O 2.993 4.906 6.342
O 2.271 5.007 3.911
C 1.700 4.364 2.737
C 0.412 4.765 2.267
C 0.726 3.694 5.809
H 1.896 3.292 2.731
H 2.409 4.587 1.940
H -0.381 4.310 2.860
H 0.171 4.606 1.216
H 0.198 5.818 2.449
H 0.193 3.291 4.948
H 0.333 4.693 5.998
H 0.622 2.975 6.622
```

Results
2S+1: 2
Total charge: -1
E (eV): -180598.7730
Largest force on an atom (eV/A): 5.17
<S²>: 0.758

# 9
ORCA calculation (the ωB97M-V functional and the def2-TZVPD basis) on a molecular structure, C10H23BeClKO12PS2 in a non-equilibrium geometry.

```
51
C10H23BeClKO12PS2 the ωB97M-V functional and the def2-TZVPD basis
C 4.653 0.685 0.637
C 4.461 -0.810 0.357
O 3.120 -1.217 0.582
O 3.040 -1.754 1.912
S 1.749 -2.755 1.835
O 1.554 -3.319 3.153
O 0.598 -1.662 1.529
C -0.667 -2.301 1.262
C -1.727 -1.246 1.018
C -1.468 -0.370 -0.213
C -0.319 0.641 -0.048
O -0.429 1.392 1.181
C 0.632 1.296 2.002
C 0.311 1.082 3.481
O 1.782 1.401 1.667
H 3.831 1.219 0.154
H 5.602 1.002 0.190
H 4.708 0.890 1.708
H 4.737 -0.980 -0.688
H 5.099 -1.439 0.989
H -0.574 -3.040 0.456
H -0.946 -2.869 2.163
H -2.682 -1.767 0.863
H -1.853 -0.666 1.937
H -2.367 0.260 -0.337
H -1.363 -0.926 -1.146
H 0.653 0.178 -0.213
H -0.435 1.359 -0.865
H -0.131 0.091 3.595
H -0.403 1.853 3.799
H 1.223 1.204 4.059
O 1.258 3.263 -1.229
H 1.859 2.679 -0.750
Be 1.745 -5.349 1.310
C -3.814 1.347 -3.473
S -4.761 0.970 -1.994
O -4.490 -0.448 -1.642
C -6.384 1.022 -2.780
H -2.753 1.334 -3.215
H -4.014 0.595 -4.237
H -4.086 2.339 -3.834
H -6.423 0.295 -3.593
H -6.569 2.027 -3.161
H -7.133 0.772 -2.030
Cl 1.701 -1.913 5.213
K 2.182 -2.188 7.689
O 1.652 0.215 -2.664
P 1.852 1.157 -3.855
O 2.187 0.344 -5.111
O 3.018 2.127 -3.566
O 0.578 1.976 -4.095
```

Results
Total charge: -2
E (eV): -95510.6708
Largest force on an atom (eV/A): 2.01